{"formula": "C55H69N2", "method": "wB97M-V/def2-TZVPD", "gap_ev": 4.50, "charge": 1, "multiplicity": 1, "lumo_energy_ev": -4.786, "elements": ["C", "C", "C", "C", "C", "C", "C", "C", "C", "C", "C", "C", "C", "C", "C", "C", "C", "H", "H", "H", "H", "H", "H", "H", "H", "H", "H", "H", "H", "H", "H", "H", "H", "H", "C", "C", "C", "C", "C", "C", "C", "C", "C", "C", "C", "C", "C", "C", "N", "C", "C", "N", "C", "C", "C", "C", "C", "C", "C", "C", "C", "C", "C", "C", "C", "C", "C", "C", "C", "C", "C", "C", "C", "C", "H", "H", "H", "H", "H", "H", "H", "H", "H", "H", "H", "H", "H", "H", "H", "H", "H", "H", "H", "H", "H", "H", "H", "H", "H", "H", "H", "H", "H", "H", "H", "H", "H", "H", "H", "H", "H", "H", "H", "H", "H", "H", "H", "H", "H", "H", "H", "H", "H", "H", "H", "H"], "xyz": [[-2.40853, 8.56429, -4.94214], [-2.13881, 7.38386, -4.06025], [-3.08264, 7.00828, -3.09163], [-2.86948, 5.90259, -2.28480], [-1.70128, 5.09573, -2.42400], [-1.57095, 3.86117, -1.69997], [-0.50207, 2.96790, -1.82009], [-0.61493, 1.54742, -1.82372], [0.03885, 0.90900, -2.97253], [-0.68648, 0.28188, -4.02611], [-0.01904, -0.32206, -5.08920], [1.37966, -0.30181, -5.15642], [2.09371, -0.96282, -6.29505], [2.09950, 0.34935, -4.14791], [1.43789, 1.00391, -3.11452], [-0.73045, 5.52131, -3.37929], [-0.95641, 6.63823, -4.17694], [-1.63653, 8.66099, -5.71064], [-3.38160, 8.47100, -5.44102], [-2.43553, 9.50001, -4.36857], [-3.99458, 7.60076, -2.99005], [-3.61247, 5.61515, -1.53868], [-2.41014, 3.57089, -1.05801], [0.49959, 3.39285, -1.97188], [-1.59731, 1.15271, -1.54869], [-1.78041, 0.32004, -4.00464], [-0.58465, -0.80795, -5.89059], [3.09243, -0.53434, -6.42524], [2.21243, -2.04079, -6.12261], [1.53644, -0.84165, -7.23046], [3.18966, 0.36444, -4.19560], [1.99447, 1.59701, -2.38702], [0.18443, 4.93803, -3.49849], [-0.21516, 6.94637, -4.91761], [-0.15354, -2.36224, -2.00905], [-1.54672, -2.91305, -1.75456], [-2.18806, -3.16664, -3.12850], [-1.46485, -4.26092, -1.03781], [-2.34385, -1.85897, -0.94043], [-3.10888, -0.93248, -1.64949], [-3.98291, -0.07438, -0.99329], [-4.19168, -0.22007, 0.37320], [-3.45123, -1.12830, 1.12914], [-3.91247, -1.41151, 2.59154], [-2.88522, -0.90133, 3.59149], [-4.20087, -2.90746, 2.77764], [-5.20755, -0.67029, 2.94816], [-2.32731, -1.74487, 0.48231], [-1.09537, -1.98779, 1.19346], [-0.86844, -3.10047, 2.11805], [0.48050, -2.82875, 2.71381], [0.97302, -1.63647, 2.00176], [2.30798, -1.16689, 2.33745], [3.44452, -1.86769, 1.84338], [3.48587, -3.05863, 0.83670], [4.69883, -2.91975, -0.10406], [2.28404, -3.13912, -0.08004], [3.64954, -4.36379, 1.62486], [4.70805, -1.51886, 2.32715], [4.91312, -0.33280, 3.01100], [3.80599, 0.38208, 3.44170], [2.51243, -0.12871, 3.29684], [1.48600, 0.37872, 4.35925], [1.84715, 1.77746, 4.87829], [1.51822, -0.58589, 5.55330], [0.08080, 0.49889, 3.82087], [0.01730, -1.15793, 1.11320], [-0.01007, 0.02458, 0.30881], [1.08958, 0.97294, 0.46255], [2.38552, 0.64186, 0.01303], [3.43983, 1.53242, 0.18937], [3.21468, 2.76992, 0.80274], [1.92811, 3.12489, 1.21931], [0.86293, 2.25412, 1.01122], [0.22537, -1.86458, -1.11348], [0.54346, -3.14668, -2.33209], [-0.18632, -1.59098, -2.78136], [-3.24673, -3.43309, -3.02520], [-2.09867, -2.30076, -3.79466], [-1.67248, -4.00029, -3.62360], [-2.44831, -4.55577, -0.64904], [-1.12830, -5.03494, -1.74256], [-0.74107, -4.24135, -0.21997], [-3.05216, -0.88715, -2.73821], [-4.55218, 0.66488, -1.55918], [-4.96959, 0.38306, 0.84205], [-2.68064, 0.16256, 3.41531], [-3.25996, -1.01309, 4.61996], [-1.94641, -1.44791, 3.52682], [-5.15708, -3.15726, 2.29979], [-3.43997, -3.55249, 2.32889], [-4.27782, -3.14421, 3.84784], [-6.03042, -0.94193, 2.27867], [-5.50925, -0.93736, 3.97003], [-5.06579, 0.41582, 2.92593], [-1.64508, -3.15966, 2.88848], [-0.88851, -4.06951, 1.59973], [0.42252, -2.62044, 3.79430], [1.17516, -3.67119, 2.59661], [5.65056, -3.10315, 0.40566], [4.62172, -3.65462, -0.91613], [4.73085, -1.92144, -0.55842], [1.35604, -3.31402, 0.46467], [2.18991, -2.22303, -0.66980], [2.40949, -3.97368, -0.78697], [2.85895, -4.49390, 2.37229], [3.62014, -5.22350, 0.94250], [4.61136, -4.37258, 2.15166], [5.56772, -2.15668, 2.11959], [5.92194, 0.01856, 3.22939], [3.98129, 1.32565, 3.95681], [1.96339, 2.48657, 4.04918], [1.03921, 2.14769, 5.52305], [2.76062, 1.76485, 5.48291], [1.26706, -1.61097, 5.25728], [2.52281, -0.60152, 5.99571], [0.80437, -0.26502, 6.32396], [-0.28094, -0.45782, 3.46117], [-0.59794, 0.84453, 4.61404], [0.03975, 1.20918, 2.99040], [-1.02888, 0.33341, 0.09225], [2.52507, -0.31285, -0.50148], [4.44214, 1.24989, -0.14386], [4.04841, 3.45667, 0.95645], [1.74495, 4.09011, 1.69933], [-0.16439, 2.53640, 1.26336]]}


{"formula": "C55H70NP3RuSi", "method": "wB97M-V/def2-TZVPD", "gap_ev": 7.23, "charge": 2, "multiplicity": 1, "lumo_energy_ev": -6.510, "elements": ["Ru", "C", "Si", "C", "C", "C", "C", "C", "C", "P", "C", "C", "C", "C", "C", "C", "C", "C", "C", "C", "C", "C", "C", "C", "C", "C", "C", "C", "P", "C", "C", "C", "C", "C", "C", "C", "C", "C", "C", "C", "C", "H", "H", "H", "H", "H", "H", "H", "H", "H", "H", "H", "H", "H", "H", "H", "H", "H", "H", "H", "H", "H", "H", "H", "H", "H", "H", "H", "H", "H", "H", "H", "H", "H", "H", "H", "H", "H", "H", "H", "H", "H", "H", "H", "H", "H", "H", "H", "H", "H", "H", "H", "H", "H", "H", "H", "N", "P", "C", "C", "C", "C", "C", "C", "C", "C", "C", "C", "C", "C", "C", "C", "C", "C", "C", "C", "H", "H", "H", "H", "H", "H", "H", "H", "H", "H", "H", "H", "H", "H", "H"], "xyz": [[-0.82945, 0.62231, 0.53905], [2.10338, -0.43462, -1.59989], [1.49184, 0.08669, 0.09450], [2.21456, 1.70940, 0.77858], [3.54441, 1.71346, 1.20615], [4.14084, 2.86755, 1.69003], [3.41177, 4.04618, 1.75983], [2.08622, 4.06863, 1.35303], [1.48499, 2.91052, 0.86076], [-0.22697, 2.85012, 0.25817], [-0.36370, 3.41479, -1.50784], [0.05425, 4.88894, -1.71597], [1.53720, 5.09212, -2.03095], [1.99724, 4.19347, -3.17151], [1.73122, 2.73411, -2.82259], [0.24221, 2.50490, -2.57919], [-1.42976, 4.01609, 1.07152], [-2.66690, 3.26440, 1.58509], [-3.83255, 4.24584, 1.79725], [-3.34542, 5.62557, 2.26442], [-2.04628, 5.49181, 3.04756], [-0.90926, 5.01165, 2.13276], [1.88398, -1.35962, 1.25170], [2.92798, -2.25887, 1.03747], [3.06937, -3.38875, 1.83174], [2.15194, -3.64654, 2.84281], [1.11287, -2.75896, 3.08236], [0.98538, -1.61475, 2.30004], [-0.25353, -0.31225, 2.58833], [-1.70045, -1.11452, 3.39052], [-2.27430, -2.28871, 2.59644], [-3.14561, -3.15025, 3.52454], [-3.86028, -2.29716, 4.58640], [-4.14685, -0.90522, 4.03196], [-2.83125, -0.14338, 3.78327], [0.59853, 0.77491, 3.80692], [0.96566, 0.04863, 5.12923], [0.21291, 0.63546, 6.32083], [0.50961, 2.12968, 6.50344], [0.63679, 2.86072, 5.15259], [-0.11360, 2.10486, 4.06099], [3.18078, -0.26658, -1.69295], [1.61734, 0.07884, -2.42543], [1.92761, -1.50672, -1.71630], [4.12716, 0.79757, 1.16866], [5.17358, 2.84892, 2.01448], [3.87626, 4.95245, 2.12736], [1.53849, 4.99622, 1.39901], [-1.45616, 3.37176, -1.61869], [-0.23384, 5.50362, -0.85801], [-0.52978, 5.27064, -2.55922], [2.15014, 4.88572, -1.15200], [1.69715, 6.14249, -2.27934], [3.05772, 4.34832, -3.37313], [1.46106, 4.45583, -4.09042], [2.31313, 2.46896, -1.93338], [2.07292, 2.08058, -3.62746], [0.02200, 1.45791, -2.35010], [-0.28842, 2.71690, -3.51280], [-1.77177, 4.60937, 0.21820], [-2.41689, 2.76137, 2.52211], [-2.96574, 2.48174, 0.88359], [-4.51484, 3.82115, 2.53622], [-4.40472, 4.34653, 0.87247], [-4.11569, 6.11180, 2.86248], [-3.17249, 6.27974, 1.40412], [-2.18624, 4.78300, 3.87085], [-1.76267, 6.43972, 3.50437], [-0.11921, 4.58164, 2.74619], [-0.46754, 5.86952, 1.61890], [3.63292, -2.09208, 0.22877], [3.88542, -4.07762, 1.65374], [2.24732, -4.54001, 3.44643], [0.40372, -2.98060, 3.87191], [-1.25261, -1.51496, 4.30943], [-1.49590, -2.89590, 2.13017], [-2.87718, -1.87895, 1.78151], [-2.53242, -3.91395, 4.00813], [-3.87881, -3.68421, 2.91596], [-3.23692, -2.20242, 5.48116], [-4.77769, -2.78643, 4.91104], [-4.77469, -0.32772, 4.71077], [-4.71172, -1.00676, 3.09984], [-2.55320, 0.38981, 4.69295], [-2.97412, 0.60652, 2.99851], [1.52900, 1.01092, 3.28151], [2.04086, 0.15509, 5.28902], [0.79063, -1.02643, 5.06955], [0.48207, 0.08744, 7.22436], [-0.86152, 0.47708, 6.18624], [1.43015, 2.25400, 7.07567], [-0.28396, 2.58177, 7.10010], [1.68840, 2.94008, 4.85703], [0.26274, 3.88282, 5.23307], [-0.13901, 2.67459, 3.13488], [-1.15184, 1.95483, 4.36668], [-2.37193, 0.07417, -0.01208], [-2.87401, -0.97638, -1.19065], [-2.43167, -0.40207, -2.82799], [-1.79528, -1.23783, -3.74169], [-1.53673, -0.77727, -5.02605], [-1.92958, 0.50060, -5.39625], [-2.57636, 1.33085, -4.48580], [-2.82577, 0.88552, -3.20033], [-4.64530, -1.05062, -1.03692], [-5.38309, -1.57829, -2.09834], [-6.75915, -1.68591, -1.98046], [-7.39118, -1.26091, -0.81800], [-6.65498, -0.72486, 0.23067], [-5.27686, -0.61670, 0.12650], [-2.15305, -2.59473, -0.89137], [-2.93315, -3.73894, -0.76932], [-2.33053, -4.94836, -0.44636], [-0.95921, -5.01393, -0.24854], [-0.17598, -3.87168, -0.38051], [-0.77571, -2.66877, -0.70714], [-1.49970, -2.23975, -3.45543], [-1.04041, -1.42232, -5.73900], [-1.73979, 0.85175, -6.40265], [-2.89273, 2.32179, -4.78597], [-3.34296, 1.52493, -2.49274], [-4.89042, -1.89274, -3.01180], [-7.34000, -2.09323, -2.79735], [-8.46717, -1.34133, -0.73370], [-7.15613, -0.38612, 1.12818], [-4.69241, -0.18980, 0.93237], [-4.00729, -3.68984, -0.90080], [-2.93794, -5.83749, -0.34269], [-0.49609, -5.95741, 0.01004], [0.89376, -3.91743, -0.21662], [-0.16947, -1.77918, -0.81420]]}


Going through the records in order, we get max |F| values of 3.67 1.09 eV/A.
Going through the records in order, we get calculated total energy values of -2246.347052 -3600.618810 Eh.
Going through the records in order, we get HOMO level values of -0.3413 -0.5051 Eh.